No. 1
This record from the Open Molecules 2025 dataset describes C22H39BrF3I2NO9PS as an isolated structure. The level of theory is ωB97M-V/def2-TZVPD.

Atoms and positions in Å:
C: -3.869 0.867 3.123
C: -2.594 1.175 2.343
O: -1.715 0.030 2.392
C: -1.034 -0.375 1.272
O: -1.843 -0.468 0.120
C: -0.467 -1.821 1.522
I: 0.418 -2.057 3.488
C: -1.550 -2.897 1.302
O: -1.653 -3.867 2.329
C: -1.423 -5.164 2.029
F: -1.794 -5.885 3.057
F: -2.096 -5.552 0.944
F: -0.130 -5.403 1.779
C: 0.721 -1.812 0.614
I: 1.663 -3.453 -0.123
N: 1.096 -0.602 0.318
Br: 2.610 -0.258 -0.684
C: 0.228 0.489 0.848
C: -0.171 1.526 -0.238
C: -0.144 1.102 -1.722
C: -1.456 1.383 -2.487
C: -1.858 0.137 -3.261
O: -3.106 0.330 -3.935
C: -4.114 -0.510 -3.569
C: -5.352 0.223 -3.146
O: -3.984 -1.688 -3.581
C: 0.808 1.248 2.052
C: 2.171 1.942 1.875
P: 3.615 1.434 2.836
O: 4.516 2.571 3.042
O: 4.359 0.239 2.088
C: 4.091 -1.156 2.302
C: 5.143 -1.963 1.568
O: 2.947 0.808 4.137
C: 3.621 0.952 5.422
C: 4.970 0.270 5.493
H: -4.733 0.763 2.465
H: -3.744 -0.085 3.645
H: -4.073 1.627 3.876
H: -2.824 1.427 1.305
H: -2.069 2.031 2.773
H: -2.766 -0.584 0.385
H: -1.408 -3.365 0.324
H: -2.511 -2.388 1.295
H: 0.463 2.405 -0.092
H: -1.186 1.846 -0.005
H: 0.664 1.628 -2.231
H: 0.064 0.033 -1.815
H: -1.276 2.187 -3.204
H: -2.271 1.679 -1.819
H: -1.076 -0.094 -3.992
H: -1.925 -0.719 -2.581
H: -5.231 0.513 -2.098
H: -6.230 -0.409 -3.264
H: -5.461 1.140 -3.725
H: 0.802 0.644 2.956
H: 0.071 2.039 2.207
H: 2.066 2.964 2.255
H: 2.476 2.050 0.831
H: 4.117 -1.375 3.370
H: 3.081 -1.392 1.945
H: 6.116 -1.481 1.681
H: 5.193 -2.978 1.969
H: 4.931 -2.033 0.498
H: 2.932 0.503 6.140
H: 3.706 2.017 5.643
H: 5.432 0.538 6.447
H: 4.878 -0.818 5.465
H: 5.641 0.607 4.699
C: -1.283 0.539 -7.215
S: 0.311 1.360 -7.123
O: 0.608 1.517 -5.667
C: -0.258 2.956 -7.714
H: -1.153 -0.474 -6.840
H: -2.002 1.075 -6.596
H: -1.614 0.504 -8.253
H: -1.048 3.321 -7.058
H: -0.620 2.852 -8.736
H: 0.591 3.635 -7.693

Computed properties:
Total charge ... +1
HOMO level ... -10.88 eV
Energy above the lowest of the compared OMol25 structures with the same formula, charge and spin ... 0.000 eV

These are the Mulliken partial charges, in e, on atoms 1 to 2: atom 1 (C): -1.345, atom 2 (C): 0.191

---

No. 2
This record from the Open Molecules 2025 dataset describes a 3-piece molecular cluster, C22H39F9N3O4S overall. The level of theory is ωB97M-V/def2-TZVPD.

Atoms and positions in Å:
C: 5.939 -2.649 0.648
C: 6.162 -1.266 1.257
O: 5.914 -0.271 0.244
C: 5.785 0.996 0.709
O: 6.437 1.442 1.616
C: 4.730 1.768 -0.049
C: 3.448 0.933 -0.260
C: 2.195 1.832 -0.394
C: 1.316 1.501 -1.599
C: 1.911 1.539 -2.948
N: 1.278 0.782 -3.765
C: 0.485 -0.264 -3.086
C: 0.367 0.246 -1.623
C: 0.592 -0.820 -0.557
C: -0.673 -1.676 -0.295
C: -1.047 -1.821 1.201
C: -2.428 -1.235 1.554
C: -2.412 -0.049 2.509
F: -3.680 0.174 2.926
F: -1.641 -0.333 3.581
C: -1.860 1.240 1.832
F: -0.528 1.099 1.711
F: -2.357 1.333 0.591
S: -2.207 2.904 2.701
F: -3.733 2.736 2.314
F: -1.928 3.667 1.327
F: -0.679 3.101 3.087
F: -2.441 2.165 4.081
F: -2.546 4.279 3.383
H: 5.506 -2.532 -0.346
H: 6.887 -3.170 0.520
H: 5.274 -3.258 1.257
H: 5.507 -1.099 2.115
H: 7.182 -1.164 1.627
H: 5.140 2.067 -1.018
H: 4.488 2.657 0.533
H: 3.312 0.277 0.601
H: 3.568 0.330 -1.162
H: 2.465 2.890 -0.446
H: 1.570 1.724 0.493
H: 0.619 2.355 -1.665
H: 2.717 2.199 -3.255
H: 1.425 0.753 -4.782
H: 1.003 -1.218 -3.213
H: -0.482 -0.331 -3.583
H: -0.640 0.660 -1.550
H: 1.379 -1.487 -0.926
H: 0.975 -0.375 0.358
H: -1.507 -1.247 -0.857
H: -0.518 -2.672 -0.714
H: -1.060 -2.881 1.454
H: -0.263 -1.376 1.812
H: -3.019 -0.983 0.677
H: -3.001 -1.986 2.107
C: 0.229 -0.216 -6.886
O: 1.145 0.558 -6.604
N: -0.617 -0.033 -7.894
C: -1.673 -0.983 -8.204
C: -0.473 1.161 -8.721
H: 0.049 -1.149 -6.327
H: -1.544 -1.373 -9.213
H: -2.647 -0.498 -8.136
H: -1.642 -1.813 -7.501
H: 0.513 1.181 -9.183
H: -0.581 2.057 -8.111
H: -1.236 1.152 -9.494
C: -4.703 -1.747 5.600
O: -4.719 -2.947 5.396
N: -4.704 -1.176 6.818
C: -4.676 0.262 6.993
C: -4.734 -2.037 7.989
H: -4.684 -1.015 4.778
H: -3.788 0.563 7.553
H: -5.562 0.600 7.534
H: -4.656 0.748 6.019
H: -3.865 -2.697 7.997
H: -5.628 -2.660 7.978
H: -4.730 -1.423 8.885

Computed properties:
Total charge ... +1
HOMO level ... -10.63 eV

These are the Mulliken partial charges, in e, on atoms 1 to 2: atom 1 (C): -1.069, atom 2 (C): -0.248

---

No. 3
This record from the Open Molecules 2025 dataset describes C22H40AsHgN2OS3Sb2 as an isolated structure. The level of theory is ωB97M-V/def2-TZVPD.

Atoms and positions in Å:
Hg: -0.264 -1.664 0.194
C: 2.314 -0.393 -4.192
Sb: 1.539 0.594 -2.413
C: 3.423 0.558 -1.344
C: 1.961 2.581 -3.278
C: 2.130 3.676 -2.276
C: 3.430 4.055 -1.929
C: 3.688 5.059 -1.015
C: 2.628 5.737 -0.436
C: 1.334 5.383 -0.765
C: 1.045 4.346 -1.661
C: -0.378 4.008 -1.903
Sb: -1.275 2.640 -0.396
C: -1.112 4.041 1.240
C: -3.262 3.284 -0.970
H: 3.366 -0.151 -4.338
H: 1.744 -0.056 -5.057
H: 2.197 -1.474 -4.110
H: 4.255 0.513 -2.046
H: 3.473 -0.285 -0.656
H: 3.493 1.477 -0.761
H: 1.141 2.784 -3.967
H: 2.878 2.439 -3.849
H: 4.262 3.549 -2.408
H: 4.708 5.319 -0.764
H: 2.812 6.544 0.262
H: 0.507 5.932 -0.329
H: -0.549 3.507 -2.854
H: -1.020 4.886 -1.837
H: -1.585 4.987 0.978
H: -0.063 4.205 1.481
H: -1.613 3.618 2.109
H: -3.365 4.354 -0.795
H: -4.006 2.752 -0.378
H: -3.430 3.068 -2.025
C: -3.865 -4.104 4.004
As: -2.701 -3.248 2.713
C: -3.918 -2.456 1.432
C: -1.703 -2.017 3.823
S: -1.509 -4.723 1.846
H: -4.487 -3.371 4.515
H: -3.233 -4.622 4.722
H: -4.489 -4.836 3.495
H: -4.699 -1.894 1.943
H: -4.353 -3.285 0.879
H: -3.378 -1.803 0.751
H: -2.384 -1.476 4.481
H: -1.133 -1.311 3.224
H: -1.025 -2.636 4.407
C: 4.578 -3.581 -3.239
C: 3.692 -3.909 -2.085
C: 3.510 -5.059 -1.358
C: 2.524 -4.752 -0.389
N: 2.133 -3.494 -0.512
N: 2.848 -3.005 -1.542
C: 1.965 -5.667 0.646
H: 5.243 -4.414 -3.449
H: 5.184 -2.698 -3.027
H: 3.989 -3.378 -4.136
H: 4.012 -6.002 -1.497
H: 2.730 -2.046 -1.818
H: 2.631 -6.515 0.794
H: 0.987 -6.039 0.341
H: 1.823 -5.144 1.589
C: -5.853 0.227 4.490
O: -4.691 0.072 3.666
C: -4.326 1.101 2.905
S: -5.145 2.528 2.798
S: -2.942 0.931 1.970
H: -5.936 -0.692 5.059
H: -6.745 0.375 3.883
H: -5.739 1.073 5.167

Computed properties:
Expectation value of S² ... 0.757
HOMO level (alpha / beta) ... -7.32 / -7.32 eV
Energy above the lowest of the compared OMol25 structures with the same formula, charge and spin ... 1.140 eV
Multiplicity ... 2

These are the Mulliken partial charges, in e, on atoms 1 to 2: atom 1 (Hg): 0.228, atom 2 (C): -1.549